[1]
The following is a quantum chemistry calculation of a molecular structure, C3H5BiO4 at a distorted geometry, from OMol25.

Geometry as XYZ:
```
13
C3H5BiO4 (wB97M-V/def2-TZVPD)
O -0.031 3.782 1.326
C 0.546 3.495 0.275
C -1.051 1.613 1.597
O 1.713 3.736 -0.099
O 0.086 2.324 -0.379
C -0.653 1.366 0.317
H -2.120 1.628 1.809
H -0.323 1.606 2.409
H -1.299 0.838 -0.387
H 1.284 0.140 0.010
O 2.136 0.389 -0.632
H 2.538 -0.411 -0.984
Bi 1.956 2.166 -1.708
```

The spin multiplicity is 2. Its net charge is +1. Its max |F| is 6.61 eV/A. The HOMO energy (spin up / spin down) comes out at -12.4 / -12.9 eV. The value obtained for the lowest unoccupied orbital energy (spin up / spin down) is -5.2 / -5.6 eV.

Atomic partial charges in e from the Löwdin method, atoms 1 to 8: atom 1 (O): 0.1271, atom 2 (C): -0.6936, atom 3 (C): 0.1247, atom 4 (O): -0.1332, atom 5 (O): -0.2851, atom 6 (C): -0.2041, atom 7 (H): 0.1053, atom 8 (H): 0.0993

=====

[2]
The following is a quantum chemistry calculation of C3H5Br2NO in the gas phase at a distorted geometry, from OMol25.

Geometry as XYZ:
```
12
C3H5Br2NO (wB97M-V/def2-TZVPD)
C 0.407 0.452 -0.702
N -0.812 0.247 0.027
C -0.788 -0.911 0.793
Br -0.763 -2.573 -0.289
C -2.066 0.861 -0.633
O -2.037 1.750 -1.377
Br -3.706 0.272 0.215
H 0.419 -0.553 -1.345
H 0.258 1.433 -1.232
H 1.353 0.308 -0.161
H 0.024 -0.749 1.509
H -1.776 -1.154 1.227
```

Its structure (SMILES) is CN(CBr)C(=O)Br. Its net charge is 0. Its max |F| is 4.92 eV/A. The HOMO energy comes out at -9.7 eV. The value obtained for the lowest unoccupied orbital energy is 0.4 eV.

Atomic partial charges in e from the Löwdin method, atoms 1 to 8: atom 1 (C): -0.1037, atom 2 (N): -0.2747, atom 3 (C): -0.6233, atom 4 (Br): 0.5989, atom 5 (C): -0.7822, atom 6 (O): 0.0684, atom 7 (Br): 0.7572, atom 8 (H): 0.0704

=====

[3]
The following is a quantum chemistry calculation of C3H5Br2O2P in the gas phase at a distorted geometry, from OMol25.

Geometry as XYZ:
```
13
C3H5Br2O2P (wB97M-V/def2-TZVPD)
C -0.066 -0.627 0.772
C -0.446 0.401 0.044
C -1.061 0.377 -1.267
O -0.463 1.673 0.556
P -1.674 2.011 1.578
O -2.816 1.096 1.699
Br -0.395 2.324 3.469
Br -2.277 4.067 1.135
H 0.589 -0.465 1.655
H -0.122 -1.593 0.383
H -2.207 0.548 -0.958
H -0.736 1.234 -1.789
H -1.046 -0.619 -1.718
```

Its structure (SMILES) is C=C(C)OP(=O)(Br)Br. Its net charge is 0. Its max |F| is 4.25 eV/A. The HOMO energy comes out at -9.9 eV. The value obtained for the lowest unoccupied orbital energy is -0.5 eV.

Atomic partial charges in e from the Löwdin method, atoms 1 to 8: atom 1 (C): 0.0839, atom 2 (C): -0.5311, atom 3 (C): -0.0238, atom 4 (O): -0.2992, atom 5 (P): -0.0762, atom 6 (O): -0.3544, atom 7 (Br): 0.3199, atom 8 (Br): 0.4239

=====

[4]
The following is a quantum chemistry calculation of a gas-phase ion, C3H5Br3P (charge +1) at a distorted geometry, from OMol25.

Geometry as XYZ:
```
12
C3H5Br3P (wB97M-V/def2-TZVPD)
C -1.182 -0.437 -0.086
C -0.450 0.356 0.941
C -0.005 0.032 2.206
P 1.520 0.509 -1.592
Br 0.252 1.100 -3.321
Br 3.234 -0.403 -2.488
Br 0.129 -1.634 -1.127
H -1.573 0.259 -0.941
H -2.069 -1.029 0.300
H -0.068 1.336 0.594
H -0.139 -0.941 2.665
H 0.351 0.852 2.846
```

Its net charge is +1. Its max |F| is 2.51 eV/A. The HOMO energy comes out at -14.0 eV. The value obtained for the lowest unoccupied orbital energy is -6.2 eV.

Atomic partial charges in e from the Löwdin method, atoms 1 to 8: atom 1 (C): -0.4517, atom 2 (C): -0.3290, atom 3 (C): 0.0736, atom 4 (P): 0.0118, atom 5 (Br): 0.2736, atom 6 (Br): 0.3313, atom 7 (Br): 0.6759, atom 8 (H): 0.0778

=====

[5]
The following is a quantum chemistry calculation of 2 unconnected molecules or ions with the total composition C3H5BrFN at a distorted geometry, from OMol25.

Geometry as XYZ:
```
11
C3H5BrFN (wB97M-V/def2-TZVPD)
C 1.034 0.914 0.089
N 0.571 -0.218 -0.358
C -0.867 -0.331 -0.520
C -1.710 0.189 0.342
Br -3.490 -0.032 0.038
H 0.369 1.743 0.222
H 2.062 1.060 0.236
H -1.059 -0.769 -1.483
H -1.325 0.950 1.021
F 2.518 -2.120 0.266
H 1.898 -1.386 0.148
```

Its structure (SMILES) is C=N/C=C/Br.F. Its net charge is 0. Its max |F| is 3.42 eV/A. The HOMO energy comes out at -9.6 eV. The value obtained for the lowest unoccupied orbital energy is -0.1 eV.

Atomic partial charges in e from the Löwdin method, atoms 1 to 8: atom 1 (C): 0.0196, atom 2 (N): -0.0274, atom 3 (C): -0.2604, atom 4 (C): -0.6675, atom 5 (Br): 0.7522, atom 6 (H): 0.0707, atom 7 (H): 0.0654, atom 8 (H): 0.1044

=====

[6]
The following is a quantum chemistry calculation of 2 unconnected molecules or ions with the total composition C3H5BrN2 at a distorted geometry, from OMol25.

Geometry as XYZ:
```
11
C3H5BrN2 (wB97M-V/def2-TZVPD)
C 0.827 1.875 0.257
C 0.602 -0.731 0.625
C -0.282 -1.024 -0.541
N 0.074 2.699 0.590
N -1.319 -0.562 -0.842
Br 0.699 -2.278 -1.832
H 1.476 -1.388 0.551
H -0.079 -0.916 1.419
H 0.771 0.380 0.682
H -0.850 2.655 0.692
H -1.919 -0.710 -1.602
```

Its net charge is 0. Its max |F| is 5.05 eV/A. The HOMO energy comes out at -9.7 eV. The value obtained for the lowest unoccupied orbital energy is 0.8 eV.

Atomic partial charges in e from the Löwdin method, atoms 1 to 8: atom 1 (C): 0.0153, atom 2 (C): -0.1457, atom 3 (C): -0.7837, atom 4 (N): 0.1319, atom 5 (N): 0.1262, atom 6 (Br): 0.4918, atom 7 (H): 0.0570, atom 8 (H): 0.0765

=====

[7]
The following is a quantum chemistry calculation of C3H5BrN2 in the gas phase at a distorted geometry, from OMol25.

Geometry as XYZ:
```
11
C3H5BrN2 (wB97M-V/def2-TZVPD)
C 1.464 -0.531 -1.084
C 0.030 -0.127 -0.042
N -0.582 1.252 -0.109
N -1.431 0.778 1.019
C -0.641 -0.409 1.058
Br -0.964 -1.992 2.089
H 2.390 -0.602 -0.645
H 1.109 -1.442 -1.426
H 1.250 0.278 -1.728
H -1.086 1.353 -0.947
H -1.539 1.443 1.815
```

Its structure (SMILES) is Cc1[nH][nH]c1Br. Its net charge is 0. Its max |F| is 6.70 eV/A. The HOMO energy comes out at -8.5 eV. The value obtained for the lowest unoccupied orbital energy is 0.8 eV.

Atomic partial charges in e from the Löwdin method, atoms 1 to 8: atom 1 (C): 0.0682, atom 2 (C): -0.1950, atom 3 (N): 0.0048, atom 4 (N): -0.0555, atom 5 (C): -0.7647, atom 6 (Br): 0.6684, atom 7 (H): 0.0219, atom 8 (H): 0.0170

=====

[8]
The following is a quantum chemistry calculation of 2 unconnected molecules or ions with the total composition C3H5BrN2 at a distorted geometry, from OMol25.

Geometry as XYZ:
```
11
C3H5BrN2 (wB97M-V/def2-TZVPD)
C 0.408 -2.780 -0.029
C 0.675 -1.621 0.166
N 0.947 -0.354 0.148
N 0.052 0.586 -0.227
C 0.227 1.833 -0.040
H 0.325 -3.735 -0.404
H 1.697 -0.015 0.755
H -0.579 2.428 -0.405
H 1.111 2.182 0.432
Br -3.088 0.534 -0.287
H -1.773 0.942 -0.110
```

Its structure (SMILES) is C#CNN=C.Br. Its net charge is 0. Its max |F| is 4.11 eV/A. The HOMO energy comes out at -8.8 eV. The value obtained for the lowest unoccupied orbital energy is 0.7 eV.

Atomic partial charges in e from the Löwdin method, atoms 1 to 8: atom 1 (C): 0.1281, atom 2 (C): -0.2121, atom 3 (N): -0.0460, atom 4 (N): -0.0923, atom 5 (C): -0.0253, atom 6 (H): 0.0013, atom 7 (H): 0.1547, atom 8 (H): 0.0548

=====

[9]
The following is a quantum chemistry calculation of 2 unconnected molecules or ions with the total composition C3H5BrO at a distorted geometry, from OMol25.

Geometry as XYZ:
```
10
C3H5BrO (wB97M-V/def2-TZVPD)
C -1.841 -0.244 0.645
C -1.083 -0.160 -0.430
C 0.365 -0.291 -0.382
O 1.054 0.090 0.523
Br 3.783 0.871 -0.422
H -2.939 -0.238 0.762
H -1.234 -0.204 1.672
H -1.447 -0.121 -1.394
H 0.677 -0.765 -1.336
H 2.665 1.063 0.361
```

The spin multiplicity is 3. Its net charge is 0. Its max |F| is 6.79 eV/A. The HOMO energy (spin up / spin down) comes out at -6.8 / -10.5 eV. The value obtained for the lowest unoccupied orbital energy (spin up / spin down) is 1.0 / -3.2 eV.

Atomic partial charges in e from the Löwdin method, atoms 1 to 8: atom 1 (C): -0.0196, atom 2 (C): -0.2004, atom 3 (C): -0.3239, atom 4 (O): 0.0722, atom 5 (Br): 0.4035, atom 6 (H): 0.0595, atom 7 (H): 0.1054, atom 8 (H): 0.0723

=====

[10]
The following is a quantum chemistry calculation of C3H5BrS in the gas phase at a distorted geometry, from OMol25.

Geometry as XYZ:
```
10
C3H5BrS (wB97M-V/def2-TZVPD)
C 0.285 -1.431 0.333
C 0.728 -0.113 0.173
C -0.101 1.086 0.169
S -1.909 0.534 0.050
Br 2.561 -0.031 -0.261
H 0.953 -2.203 -0.001
H -0.610 -1.864 0.741
H 0.014 1.910 0.969
H -0.025 1.566 -0.868
H -1.895 0.549 -1.305
```

The spin multiplicity is 3. Its net charge is 0. Its max |F| is 5.18 eV/A. The HOMO energy (spin up / spin down) comes out at -6.0 / -9.5 eV. The value obtained for the lowest unoccupied orbital energy (spin up / spin down) is 0.7 / -2.0 eV.

Atomic partial charges in e from the Löwdin method, atoms 1 to 8: atom 1 (C): -0.1205, atom 2 (C): -0.8618, atom 3 (C): -0.5607, atom 4 (S): 0.6833, atom 5 (Br): 0.7592, atom 6 (H): 0.0205, atom 7 (H): 0.0318, atom 8 (H): 0.1019

=====

Going through the records in order, we get energy above the lowest of the compared OMol25 structures with the same formula, charge and spin values of 61.9; 21.6; 0.0; 31.2; 1.1; 42.8; 67.2; 62.5; 8.2; 13.2 kcal/mol.
Going through the records in order, we get total energy values of -17210.0984; -146813.7180; -156662.1482; -222600.1419; -77440.4614; -76211.4813; -76210.4244; -76210.6278; -75276.8933; -84064.8422 eV.